Entry 1:
An isolated ion of composition C19H38NO2 and charge +1 at a distorted geometry. Source: the OMol25 dataset; level of theory: ωB97M-V/def2-TZVPD.

Values from the calculation:
- Kohn-Sham gap (Ha) = 0.3672
- calculated total energy (eV) = -25899.350
- spin multiplicity = 1
- SMILES = CC(C)[C@@H]1CC[C@@H](C)C[C@H]1OC[C@H](O)C[N+]1(C)CCCCC1
- energy relative to the best compared isomer or geometry (same formula, charge and spin) (kcal per mole) = 19.1
- total charge = +1
- E_LUMO (eV) = -2.1530

Structure (XYZ):
```
60
C19H38NO2 (ωB97M-V/def2-TZVPD)
C -4.644 -3.211 0.389
H -5.656 -3.318 0.772
H -4.021 -3.972 0.852
H -4.665 -3.387 -0.684
C -4.109 -1.815 0.694
C -4.969 -0.732 0.055
C -4.422 0.654 0.375
H -5.063 1.389 -0.108
H -4.475 0.817 1.454
C -2.970 0.875 -0.081
C -2.111 -0.270 0.497
C -2.690 -1.648 0.161
H -2.714 -1.781 -0.924
H -2.032 -2.411 0.584
H -2.080 -0.153 1.586
O -0.715 -0.228 0.154
C -0.367 -0.527 -1.174
H -0.988 0.030 -1.887
H -0.467 -1.601 -1.386
C 1.105 -0.116 -1.367
O 1.572 -0.420 -2.660
H 0.921 -0.151 -3.317
H 1.170 0.966 -1.181
C 1.921 -0.890 -0.324
H 1.424 -0.705 0.630
H 1.841 -1.953 -0.563
N 3.372 -0.568 -0.193
C 4.089 -1.098 -1.369
H 4.033 -2.184 -1.374
H 3.619 -0.724 -2.275
H 5.132 -0.800 -1.351
C 3.572 0.903 -0.075
C 4.999 1.304 0.291
C 5.461 0.606 1.565
C 5.300 -0.900 1.398
C 3.854 -1.231 1.054
H 3.724 -2.309 0.939
H 3.217 -0.894 1.875
H 5.983 -1.274 0.636
H 5.546 -1.411 2.330
H 6.501 0.854 1.770
H 4.864 0.948 2.412
H 5.687 1.081 -0.526
H 5.010 2.385 0.430
H 3.304 1.359 -1.028
H 2.888 1.263 0.697
H -2.941 0.830 -1.176
C -2.497 2.277 0.373
C -3.468 3.376 -0.068
H -3.026 4.352 0.120
H -3.676 3.300 -1.133
H -4.405 3.333 0.477
C -1.106 2.640 -0.150
H -0.850 3.651 0.160
H -1.087 2.607 -1.238
H -0.355 1.964 0.246
H -2.455 2.274 1.468
H -5.994 -0.804 0.420
H -4.992 -0.881 -1.028
H -4.101 -1.669 1.779
```

---

Entry 2:
One molecule with the formula C19H38O2. Source: the OMol25 dataset; level of theory: ωB97M-V/def2-TZVPD.

Values from the calculation:
- Kohn-Sham gap (Ha) = 0.4074
- calculated total energy (eV) = -24416.267
- spin multiplicity = 1
- SMILES = CCCCCCCCCCCCCCCCCCC(=O)O
- energy relative to the best compared isomer or geometry (same formula, charge and spin) (kcal per mole) = 0.2
- E_LUMO (eV) = 0.6695

Structure (XYZ):
```
59
C19H38O2 (ωB97M-V/def2-TZVPD)
C 0.677 -4.541 -1.211
C -0.099 -3.605 -2.129
C -1.136 -2.783 -1.368
C -1.893 -1.832 -2.292
C -2.949 -0.996 -1.566
C -2.335 0.065 -0.656
C -3.388 1.011 -0.082
C -2.783 2.082 0.829
C -2.412 1.542 2.209
C -1.602 2.530 3.053
C -0.190 2.805 2.530
C 0.727 1.585 2.588
C 2.078 1.867 1.936
C 3.051 0.689 2.013
H 3.986 0.981 1.531
C 2.545 -0.614 1.387
C 2.034 -0.489 -0.049
C 3.099 -0.008 -1.031
C 2.542 0.063 -2.456
C 1.428 1.071 -2.563
O 0.315 0.847 -2.959
O 1.809 2.295 -2.170
H 1.074 2.922 -2.261
H 3.333 0.371 -3.144
H 2.155 -0.907 -2.770
H 3.456 0.981 -0.746
H 3.947 -0.695 -1.016
H 1.180 0.190 -0.080
H 1.678 -1.469 -0.374
H 1.740 -1.018 2.005
H 3.362 -1.340 1.409
H 3.280 0.489 3.063
H 1.922 2.144 0.892
H 2.540 2.725 2.431
H 0.251 0.753 2.071
H 0.877 1.290 3.629
H 0.251 3.608 3.127
H -0.244 3.162 1.501
H -2.147 3.476 3.102
H -1.526 2.140 4.071
H -1.851 0.613 2.102
H -3.332 1.299 2.747
H -1.899 2.490 0.337
H -3.497 2.900 0.954
H -4.133 0.437 0.475
H -3.904 1.500 -0.912
H -1.800 -0.424 0.159
H -1.610 0.640 -1.237
H -3.601 -1.651 -0.982
H -3.569 -0.495 -2.314
H -1.185 -1.156 -2.776
H -2.382 -2.419 -3.073
H -1.845 -3.459 -0.881
H -0.632 -2.213 -0.587
H -0.599 -4.190 -2.904
H 0.595 -2.926 -2.630
H 0.002 -5.240 -0.722
H 1.199 -3.979 -0.439
H 1.412 -5.112 -1.775
```

---

Entry 3:
C19H39AlINO8P as an isolated structure at a distorted geometry. Source: the OMol25 dataset; level of theory: ωB97M-V/def2-TZVPD.

Values from the calculation:
- Kohn-Sham gap (Ha) = 0.2004
- calculated total energy (eV) = -62193.832
- spin multiplicity = 1
- total charge = -1
- E_LUMO (eV) = 1.4926

Structure (XYZ):
```
70
C19H39AlINO8P (ωB97M-V/def2-TZVPD)
N -7.025 1.237 -2.933
C -7.314 0.218 -3.554
O -7.421 -1.074 -4.146
Al -5.713 -1.360 -4.964
P -5.679 0.031 -6.858
O -4.944 1.522 -6.409
I -4.300 -1.203 -8.505
H -4.658 -0.836 -3.875
H -5.435 -2.883 -5.302
H -4.640 1.512 -5.468
C -4.075 0.310 -0.569
C -3.779 -1.122 -0.924
O -3.858 -1.519 -2.074
C -3.381 -2.046 0.196
H -4.348 0.859 -1.473
H -4.912 0.354 0.133
H -3.189 0.774 -0.131
H -4.187 -2.108 0.932
H -2.464 -1.685 0.668
H -3.198 -3.045 -0.207
C 0.080 -6.471 -2.032
C -0.884 -5.376 -1.654
O -0.603 -4.554 -0.800
C -2.205 -5.337 -2.374
H 0.989 -6.375 -1.433
H -0.370 -7.446 -1.833
H 0.345 -6.384 -3.088
H -2.756 -6.262 -2.190
H -2.041 -5.200 -3.445
H -2.796 -4.497 -2.001
C 0.241 2.825 0.217
C -0.221 1.811 1.229
O -1.406 1.619 1.437
C 0.839 1.045 1.974
H -0.630 3.300 -0.242
H 0.841 3.593 0.708
H 0.823 2.331 -0.565
H 1.465 1.735 2.543
H 1.448 0.473 1.271
H 0.362 0.351 2.670
C -1.240 -3.665 4.680
C -2.432 -2.866 4.225
O -3.319 -3.375 3.564
C -2.486 -1.414 4.618
H -1.336 -4.693 4.325
H -0.325 -3.235 4.267
H -1.194 -3.675 5.772
H -1.626 -0.884 4.201
H -2.495 -1.323 5.707
H -3.399 -0.965 4.221
C 3.056 5.928 2.563
C 3.627 4.559 2.303
O 2.913 3.570 2.275
C 5.112 4.458 2.080
H 1.975 5.848 2.705
H 3.498 6.349 3.468
H 3.249 6.579 1.708
H 5.646 4.814 2.963
H 5.396 5.044 1.203
H 5.382 3.414 1.905
C 8.844 3.643 -0.727
C 8.088 2.763 0.233
O 8.063 3.004 1.427
C 7.363 1.574 -0.340
H 9.316 4.459 -0.175
H 9.622 3.063 -1.228
H 8.157 4.068 -1.462
H 8.076 0.902 -0.824
H 6.610 1.908 -1.057
H 6.863 1.032 0.466
```

---

Entry 4:
A 12-piece molecular cluster, C19H39Cl2F4N13O26P overall at a distorted geometry. Source: the OMol25 dataset; level of theory: ωB97M-V/def2-TZVPD.

Values from the calculation:
- Kohn-Sham gap (Ha) = 0.2724
- calculated total energy (eV) = -138110.016
- spin multiplicity = 1
- total charge = +1
- E_LUMO (eV) = -4.5794

Structure (XYZ):
```
104
C19H39Cl2F4N13O26P (ωB97M-V/def2-TZVPD)
O -0.055 3.265 -3.660
C -1.174 3.056 -3.908
Cl -2.265 4.352 -4.437
C -1.788 1.675 -3.842
C -3.256 1.684 -3.561
C -3.690 1.861 -2.262
O -2.860 2.023 -1.214
C -5.080 1.869 -2.031
F -5.495 2.066 -0.805
N -5.991 1.700 -2.933
N -5.544 1.545 -4.184
P -6.894 1.338 -5.480
O -8.127 1.590 -4.525
Cl -6.902 -0.693 -5.615
C -4.264 1.547 -4.540
C -3.926 1.379 -5.995
O -4.295 2.580 -6.657
C -4.067 2.649 -8.002
F -3.211 3.631 -8.252
F -3.566 1.513 -8.485
F -5.205 2.911 -8.629
H -1.305 1.185 -2.999
H -1.530 1.102 -4.726
H -2.527 2.930 -1.165
H -8.305 0.827 -3.946
H -2.862 1.209 -6.100
H -4.407 0.492 -6.403
C -0.062 0.262 0.828
N -0.424 -0.108 -0.568
O 0.285 0.281 -1.473
O -1.426 -0.780 -0.722
H 0.844 0.855 0.806
H -0.893 0.826 1.239
H 0.086 -0.657 1.385
C 3.164 -0.744 4.081
N 2.360 0.347 3.468
O 2.938 1.252 2.907
O 1.146 0.272 3.562
H 4.206 -0.529 3.915
H 2.932 -0.760 5.135
H 2.867 -1.669 3.598
C -11.688 2.092 -5.718
N -11.096 0.764 -5.399
O -10.806 0.533 -4.241
O -10.936 -0.004 -6.320
H -11.765 2.661 -4.800
H -11.028 2.575 -6.432
H -12.664 1.914 -6.159
C 4.617 -4.021 7.525
N 3.830 -2.923 6.909
O 4.425 -2.036 6.336
O 2.619 -2.973 7.025
H 5.667 -3.833 7.341
H 4.398 -4.019 8.586
H 4.294 -4.950 7.064
C 7.197 -1.659 2.001
N 5.870 -2.115 2.495
O 4.886 -1.849 1.832
O 5.851 -2.722 3.543
H 7.050 -1.134 1.066
H 7.615 -1.008 2.762
H 7.812 -2.543 1.869
C 4.267 1.266 7.123
N 5.597 1.242 6.460
O 6.565 1.643 7.064
O 5.609 0.765 5.343
H 4.369 1.674 8.119
H 3.605 1.872 6.512
H 3.929 0.238 7.152
C 0.876 -1.576 9.096
N 1.770 -0.432 8.767
O 2.741 -0.249 9.468
O 1.469 0.241 7.801
H 1.275 -2.078 9.968
H -0.112 -1.168 9.285
H 0.866 -2.232 8.230
C 1.957 1.134 -5.479
N 1.227 0.688 -6.695
O 0.013 0.586 -6.615
O 1.875 0.472 -7.692
H 1.221 1.286 -4.700
H 2.672 0.366 -5.202
H 2.462 2.063 -5.734
C 4.344 -5.765 12.501
N 4.368 -4.921 11.275
O 5.250 -5.114 10.465
O 3.496 -4.086 11.161
H 5.177 -6.455 12.455
H 4.425 -5.099 13.353
H 3.394 -6.290 12.512
C -1.421 -3.450 -2.807
N -1.204 -2.516 -3.943
O -0.245 -2.689 -4.654
O -2.023 -1.623 -4.088
H -0.620 -4.179 -2.812
H -1.419 -2.854 -1.901
H -2.388 -3.920 -2.956
C 2.120 3.939 -8.810
N 3.481 4.175 -8.253
O 4.262 4.815 -8.915
O 3.716 3.694 -7.161
H 2.061 4.419 -9.779
H 1.987 2.863 -8.891
H 1.407 4.366 -8.112
```

---

Which formula does entry 2 have?
C19H38O2

---

What is the E_LUMO in the second record?
0.6695 eV

---

Look up the spin multiplicity of the fourth one.
1